Entry from the OMol25 dataset: a molecular structure, C12H13Br4N4O2STc (ωB97M-V/def2-TZVPD).

Results
Total charge: +1
2S+1: 2
Frontier orbital gap (alpha / beta) (Ha): 0.20033 / 0.23984
ΔE to the lowest compared entry with this formula, charge and spin (eV): 0.000

Geometry as XYZ:
```
37
Properties=species:S:1:pos:R:3:lowdin_charge:R:1
Tc -0.7219 0.1892 0.6840 1.4729
Br -1.8834 6.9680 0.6604 0.7924
C -2.0815 5.1123 0.5286 -0.7255
C -3.3700 4.5485 0.2785 -0.7303
Br -4.8589 5.6682 0.0885 0.7864
C -3.5308 3.1830 0.1705 -0.6571
Br -5.1692 2.3462 -0.1748 0.8367
C -2.4094 2.3622 0.3482 -0.3707
O -2.4242 1.0459 0.2660 -0.2060
C -1.1402 2.9213 0.5808 -0.3693
O -0.1533 2.0405 0.6227 -0.2075
C -0.9693 4.3034 0.6655 -0.6593
Br 0.7643 4.9481 0.9601 0.8280
C 3.4883 -0.7749 -1.3375 -0.0209
N 2.5615 -1.8663 -1.0412 -0.1283
C 3.1517 -3.2076 -1.0405 -0.0181
C 1.3656 -1.6111 -0.5007 -0.3944
N 1.0762 -0.4188 0.0439 -0.0188
N 0.4096 -2.5673 -0.5039 -0.1393
C 0.2516 -3.4980 -1.6287 -0.0152
C -0.7453 -2.3933 0.3509 -0.0847
H 4.1795 -1.1176 -2.1034 0.1023
H 4.0669 -0.4841 -0.4568 0.1071
H 2.9521 0.0864 -1.7305 0.1002
H 4.1237 -3.1554 -0.5499 0.1045
H 3.2925 -3.5796 -2.0552 0.1025
H 2.5263 -3.8967 -0.4822 0.0913
H 1.8833 0.1828 0.1371 0.0750
H 0.9546 -3.2540 -2.4180 0.0931
H -0.7567 -3.3955 -2.0307 0.1037
H 0.4033 -4.5306 -1.3156 0.1023
H -1.4909 -1.6170 -0.0148 0.0795
H -0.4574 -2.2365 1.3867 0.0827
H -1.3561 -3.2929 0.3184 0.1184
S -1.5792 0.7329 5.1196 0.7956
C -1.2976 0.3085 3.6503 -0.8824
N -1.0556 -0.0502 2.5238 -0.1467
```